[1]
{
  "formula": "C19H38Cl2O18",
  "method": "wB97M-V/def2-TZVPD",
  "symbols": ["C", "O", "C", "O", "O", "C", "H", "H", "H", "H", "H", "H", "C", "O", "C", "O", "O", "C", "H", "H", "H", "H", "H", "H", "C", "O", "C", "O", "O", "C", "H", "H", "H", "H", "H", "H", "C", "O", "C", "O", "O", "C", "H", "H", "H", "H", "H", "H", "C", "O", "C", "O", "O", "C", "H", "H", "H", "H", "H", "H", "C", "O", "C", "O", "O", "C", "H", "H", "H", "H", "H", "H", "C", "Cl", "Cl", "H", "H"],
  "coordinates": [[-26.98, -7.45, -2.22], [-26.90, -8.83, -1.90], [-26.91, -9.69, -2.91], [-27.03, -9.42, -4.07], [-26.92, -10.91, -2.36], [-27.05, -11.99, -3.29], [-26.09, -7.06, -2.73], [-26.99, -6.95, -1.25], [-27.89, -7.15, -2.74], [-27.41, -12.88, -2.76], [-26.07, -12.17, -3.72], [-27.82, -11.80, -4.04], [-27.06, -7.41, -6.34], [-26.84, -6.15, -6.96], [-25.64, -6.03, -7.53], [-24.77, -6.86, -7.50], [-25.57, -4.84, -8.09], [-24.48, -4.63, -9.00], [-26.22, -7.62, -5.68], [-27.16, -8.30, -6.96], [-27.89, -7.37, -5.65], [-24.72, -3.71, -9.51], [-24.49, -5.47, -9.69], [-23.53, -4.56, -8.48], [-25.29, -14.08, -6.07], [-25.82, -14.94, -5.06], [-25.18, -16.07, -4.83], [-24.08, -16.35, -5.18], [-25.97, -16.82, -4.05], [-25.58, -18.16, -3.89], [-25.97, -13.23, -6.10], [-25.32, -14.56, -7.05], [-24.36, -13.60, -5.77], [-24.53, -18.26, -3.61], [-25.82, -18.76, -4.77], [-26.19, -18.62, -3.11], [-24.96, -6.08, -0.14], [-25.09, -5.90, -1.53], [-24.33, -6.62, -2.33], [-23.48, -7.40, -1.98], [-24.74, -6.41, -3.58], [-24.03, -7.09, -4.61], [-24.05, -5.58, 0.23], [-24.89, -7.14, 0.12], [-25.81, -5.63, 0.37], [-22.95, -6.98, -4.57], [-24.38, -6.69, -5.55], [-24.27, -8.15, -4.58], [-24.51, -13.50, -1.46], [-23.87, -12.36, -2.01], [-22.74, -12.55, -2.69], [-22.20, -13.60, -2.88], [-22.29, -11.42, -3.21], [-22.93, -10.19, -2.95], [-24.65, -14.22, -2.26], [-25.44, -13.21, -0.97], [-23.92, -13.96, -0.67], [-23.96, -10.16, -3.32], [-22.35, -9.40, -3.42], [-22.88, -9.92, -1.89], [-34.30, -4.65, -3.52], [-33.38, -4.99, -4.53], [-32.08, -4.89, -4.28], [-31.60, -4.51, -3.25], [-31.45, -5.27, -5.37], [-30.03, -5.27, -5.37], [-34.32, -3.57, -3.36], [-34.22, -5.17, -2.56], [-35.26, -4.95, -3.92], [-29.69, -6.01, -6.09], [-29.65, -5.73, -4.45], [-29.60, -4.29, -5.54], [-29.14, -10.76, 0.48], [-30.07, -11.54, 1.80], [-30.03, -9.44, -0.27], [-28.24, -10.33, 0.90], [-28.89, -11.54, -0.23]],
  "mulliken_charge": [-0.4381, -0.1804, 0.6167, -0.5709, -0.0811, -0.8189, 0.3094, 0.1443, 0.3444, 0.2751, 0.1367, 0.5070, 0.0264, -0.2329, 0.8992, -0.5851, -0.3641, -0.6582, -0.2237, 0.3323, 0.0798, 0.2248, 0.3193, 0.2844, -0.7436, -0.2619, 0.8290, -0.5391, -0.3240, -0.7112, 0.2317, 0.3600, 0.3081, 0.3183, 0.3020, 0.2375, -0.8014, -0.3539, 0.6809, -0.5306, -0.3011, -0.6825, 0.3414, 0.3086, 0.2974, 0.3624, 0.0469, 0.2620, -0.4832, -0.2406, 0.7371, -0.5745, -0.3857, -0.2175, 0.1013, 0.1641, 0.3591, -0.0805, 0.2856, 0.3391, -0.6634, -0.3231, 0.7548, -0.5442, -0.2875, -0.4234, 0.2970, 0.3042, 0.2383, 0.2598, 0.1145, 0.3121, 0.0504, -0.1867, -0.1444, 0.2183, 0.0358],
  "smiles": "COC(=O)OC.COC(=O)OC.COC(=O)OC.COC(=O)OC.COC(=O)OC.COC(=O)OC.ClCCl",
  "mol_weight_g_mol": 625.40,
  "e_lumo_ev": 0.437,
  "max_force_ev_per_a": 2.37,
  "energy_ev": -82217.4858,
  "e_homo_ha": -0.3949,
  "homo_lumo_gap_ev": 11.18,
  "relative_energy_kj_mol": 39.80
}

[2]
{
  "formula": "C29H60AsCdN2O5S5Si",
  "method": "wB97M-V/def2-TZVPD",
  "symbols": ["Cd", "C", "C", "S", "C", "C", "S", "C", "C", "S", "H", "H", "H", "H", "H", "H", "H", "H", "H", "H", "H", "H", "O", "C", "C", "C", "C", "C", "C", "N", "H", "H", "H", "H", "H", "H", "H", "C", "C", "N", "O", "H", "H", "H", "H", "H", "C", "As", "C", "C", "S", "H", "H", "H", "H", "H", "H", "H", "H", "H", "C", "C", "C", "C", "O", "Si", "S", "O", "C", "C", "C", "C", "O", "C", "C", "C", "C", "H", "H", "H", "H", "H", "H", "H", "H", "H", "H", "H", "H", "H", "H", "H", "H", "H", "H", "H", "H", "H", "H", "H", "H", "H", "H", "H"],
  "coordinates": [[0.78, 0.08, -0.55], [-2.87, 0.92, 0.54], [-3.25, 0.93, -0.94], [-2.07, 0.03, -1.97], [-1.77, 1.23, -3.28], [-1.12, 2.55, -2.89], [0.42, 2.44, -1.92], [0.04, 3.51, -0.51], [-1.19, 3.17, 0.31], [-1.20, 1.47, 0.96], [-3.59, 1.51, 1.11], [-2.90, -0.11, 0.90], [-4.23, 0.46, -1.04], [-3.35, 1.95, -1.32], [-1.14, 0.70, -4.00], [-2.71, 1.45, -3.79], [-0.88, 3.10, -3.80], [-1.82, 3.18, -2.33], [0.93, 3.44, 0.12], [-0.03, 4.54, -0.87], [-1.25, 3.86, 1.15], [-2.10, 3.31, -0.27], [1.89, 1.71, 1.58], [1.70, 1.02, 2.80], [1.70, -0.48, 2.66], [2.57, -1.25, 3.41], [2.55, -2.63, 3.27], [1.64, -3.20, 2.39], [0.80, -2.35, 1.68], [0.82, -1.03, 1.80], [2.71, 1.39, 1.16], [0.72, 1.35, 3.18], [2.46, 1.32, 3.53], [3.26, -0.78, 4.09], [3.23, -3.25, 3.83], [1.59, -4.27, 2.24], [0.06, -2.75, 0.98], [-0.07, -4.09, -2.31], [0.75, -2.97, -1.75], [1.97, -3.24, -1.30], [0.26, -1.82, -1.70], [0.47, -5.04, -2.35], [-0.40, -3.81, -3.31], [-0.96, -4.20, -1.68], [2.37, -4.15, -1.43], [2.56, -2.47, -0.99], [-4.76, -3.67, 2.65], [-2.94, -3.15, 2.32], [-1.86, -4.58, 3.02], [-2.60, -1.67, 3.51], [-2.55, -2.69, 0.32], [-4.89, -3.95, 3.70], [-5.00, -4.52, 2.01], [-5.41, -2.84, 2.40], [-2.20, -4.85, 4.02], [-0.83, -4.25, 3.05], [-1.95, -5.44, 2.35], [-2.73, -1.99, 4.55], [-3.30, -0.87, 3.29], [-1.59, -1.32, 3.34], [5.87, -2.45, -1.78], [6.54, -1.08, -1.86], [7.64, -1.09, -2.91], [7.09, -0.67, -0.50], [5.61, -0.05, -2.26], [3.99, 0.15, -2.25], [3.24, -0.21, -0.31], [3.69, 1.64, -2.81], [4.33, 2.93, -2.69], [3.55, 3.86, -3.60], [5.78, 2.85, -3.15], [4.25, 3.38, -1.23], [3.21, -0.92, -3.22], [3.02, -0.94, -4.65], [4.26, -0.43, -5.37], [2.75, -2.39, -5.01], [1.80, -0.08, -4.96], [6.62, -3.21, -1.56], [5.39, -2.70, -2.72], [5.13, -2.46, -0.98], [8.41, -1.81, -2.65], [8.09, -0.10, -2.98], [7.23, -1.35, -3.88], [7.82, -1.40, -0.14], [6.28, -0.61, 0.23], [7.57, 0.30, -0.57], [3.60, 3.51, -4.63], [3.96, 4.87, -3.55], [2.50, 3.90, -3.29], [5.84, 2.44, -4.16], [6.38, 2.22, -2.49], [6.21, 3.86, -3.15], [3.21, 3.42, -0.91], [4.69, 4.37, -1.12], [4.79, 2.69, -0.59], [5.13, -1.02, -5.09], [4.45, 0.62, -5.12], [4.12, -0.51, -6.45], [3.61, -3.01, -4.75], [2.56, -2.49, -6.08], [1.88, -2.75, -4.47], [1.98, 0.96, -4.65], [0.96, -0.48, -4.39], [1.56, -0.10, -6.02]],
  "mulliken_charge": [3.6843, 0.1783, -1.2732, 0.1862, -0.9666, -1.1905, 0.1247, -1.0114, -1.2525, 0.1579, 0.6273, -0.8295, 0.5920, 0.5384, 0.2253, 0.5560, 0.6053, 0.5800, 0.1386, 0.6947, 0.6278, 0.4921, -0.3219, -0.9219, 0.6905, -0.9732, -0.8035, -0.9661, -0.8549, 0.7990, 0.1192, 0.2975, 0.4256, 0.4762, 0.4628, 0.6103, 0.6278, -1.3934, 0.3575, 0.2157, -0.5281, 0.4208, 0.3146, 0.1871, 0.2304, -0.5918, -1.1102, 0.6789, -0.9226, -0.8704, -0.5507, 0.4008, 0.3904, 0.3623, 0.4251, 0.1852, 0.3436, 0.4638, 0.3498, 0.0376, -1.1676, 1.6482, -1.6989, -1.5406, 0.6586, -2.7549, -0.7824, 1.0424, 1.3650, -1.5790, -1.5946, -1.0780, 0.4663, 1.7231, -1.4883, -1.4965, -1.0174, 0.5556, 0.1136, 0.1714, 0.4556, 0.2993, 0.3261, 0.4543, 0.1862, 0.3220, 0.3405, 0.4251, 0.1272, 0.3243, 0.1709, 0.5292, -0.0795, 0.5000, 0.1978, 0.2353, 0.1195, 0.5551, 0.3696, 0.4216, 0.0732, 0.0211, -0.0068, 0.5378],
  "charge": 1,
  "mol_weight_g_mol": 892.56,
  "e_lumo_ev": -1.802,
  "max_force_ev_per_a": 0.43,
  "energy_ev": -171725.1686,
  "e_homo_ha": -0.3954,
  "homo_lumo_gap_ev": 8.96,
  "relative_energy_kj_mol": 50.27
}

[3]
{
  "formula": "C4H9N3O",
  "method": "wB97M-V/def2-TZVPD",
  "symbols": ["C", "C", "C", "C", "H", "H", "H", "H", "H", "H", "H", "H", "H", "N", "N", "N", "O"],
  "coordinates": [[0.34, -0.45, -0.43], [-1.23, 0.82, 0.70], [-0.35, 1.75, -0.12], [0.87, 0.92, -0.27], [-0.82, -2.43, -0.38], [0.98, -3.18, -1.63], [-0.83, -1.02, 1.36], [-2.45, 0.90, 0.68], [-1.02, 0.84, 1.79], [-1.11, 1.14, -1.17], [-0.36, 3.06, -0.19], [1.48, 1.13, -1.32], [2.30, 0.19, 1.02], [0.50, -2.70, -0.44], [1.10, -1.37, -0.65], [-0.98, -0.54, 0.20], [1.58, 0.94, 0.85]],
  "mulliken_charge": [0.0719, -0.6256, -0.6835, 0.8179, 0.3648, 0.2841, 0.3566, 0.2294, 0.3654, 0.1937, 0.2539, 0.2075, 0.4069, -0.6033, -0.4108, -0.6819, -0.5470],
  "mol_weight_g_mol": 115.14,
  "e_lumo_ev": 0.417,
  "max_force_ev_per_a": 6.64,
  "energy_ev": -10802.9583,
  "e_homo_ha": -0.3285,
  "homo_lumo_gap_ev": 9.36,
  "relative_energy_kj_mol": 916.95
}

[4]
{
  "formula": "C5H14",
  "method": "wB97M-V/def2-TZVPD",
  "symbols": ["C", "C", "C", "H", "H", "H", "H", "H", "H", "H", "H", "C", "C", "H", "H", "H", "H", "H", "H"],
  "coordinates": [[-1.09, -1.09, 1.22], [-2.47, -1.63, 0.97], [0.04, -1.57, 0.25], [-1.26, 0.00, 1.36], [-0.85, -1.38, 2.37], [-3.15, -1.02, 1.24], [0.36, -0.95, -0.52], [-2.57, -2.63, 1.51], [-2.55, -1.55, -0.12], [0.99, -1.86, 0.75], [-0.19, -2.62, -0.06], [2.32, 1.73, -1.32], [1.05, 2.44, -1.05], [3.05, 2.31, -1.77], [2.80, 1.45, -0.30], [2.17, 0.77, -1.89], [0.59, 2.61, -0.06], [0.21, 2.12, -1.72], [1.28, 3.49, -1.20]],
  "mulliken_charge": [-0.0853, -1.2956, -1.0686, 0.2514, 0.1897, 0.4919, 0.2526, 0.2626, 0.3221, 0.3473, 0.3291, -0.7759, -0.8612, 0.3630, 0.2002, 0.2195, 0.3035, 0.2207, 0.3331],
  "smiles": "CCC.CC",
  "mol_weight_g_mol": 74.17,
  "e_lumo_ev": 1.120,
  "max_force_ev_per_a": 6.74,
  "energy_ev": -5410.0389,
  "e_homo_ha": -0.4000,
  "homo_lumo_gap_ev": 12.00,
  "relative_energy_kj_mol": 194.01
}

[5]
{
  "formula": "C3H8N2O",
  "method": "wB97M-V/def2-TZVPD",
  "symbols": ["C", "C", "C", "H", "H", "H", "H", "H", "H", "H", "H", "N", "N", "O"],
  "coordinates": [[1.06, -0.80, 0.23], [0.11, 1.50, 1.07], [-0.84, 0.23, -0.72], [1.25, -1.07, 1.57], [2.07, -0.44, -0.57], [0.42, -1.86, -0.26], [-0.50, 2.59, 0.58], [-0.60, 1.20, 2.24], [1.37, 1.41, 1.42], [-1.52, -1.08, -2.30], [-0.58, -2.10, -1.00], [0.16, 0.31, 0.22], [-0.89, -1.05, -1.41], [-1.52, 1.17, -1.07]],
  "mulliken_charge": [-0.7216, -0.7649, 0.4869, 0.2980, 0.2719, 0.0750, 0.2710, 0.1903, 0.2866, 0.2332, 0.2395, 0.1696, -0.4300, -0.6055],
  "mol_weight_g_mol": 88.11,
  "e_lumo_ev": 0.405,
  "max_force_ev_per_a": 5.78,
  "energy_ev": -8262.4533,
  "e_homo_ha": -0.3283,
  "homo_lumo_gap_ev": 9.34,
  "relative_energy_kj_mol": 663.11
}

[6]
{
  "formula": "C20H21FN2O",
  "method": "wB97M-V/def2-TZVPD",
  "symbols": ["C", "N", "C", "C", "C", "C", "C", "C", "C", "C", "H", "C", "H", "C", "H", "H", "C", "C", "O", "N", "H", "C", "C", "C", "C", "C", "C", "C", "H", "H", "F", "H", "H", "H", "H", "H", "H", "H", "H", "H", "H", "H", "H", "H", "H"],
  "coordinates": [[2.09, -0.56, 4.79], [1.02, -0.51, 3.84], [0.68, -1.61, 2.97], [1.24, -2.77, 2.89], [0.74, -3.45, 2.03], [-0.59, -3.19, 1.40], [-1.28, -1.95, 1.65], [-0.39, -1.16, 2.47], [-0.71, 0.14, 2.94], [0.14, 0.53, 3.80], [0.28, 1.17, 4.41], [-1.80, 0.93, 2.47], [-2.35, 0.68, 1.62], [-1.45, 2.30, 1.81], [-2.06, 2.82, 1.18], [-1.49, 3.09, 2.76], [-0.14, 2.50, 1.18], [0.13, 1.15, 0.36], [1.35, 0.46, 0.22], [-0.89, 0.71, -0.51], [-1.50, 1.39, -0.56], [-0.79, -0.45, -1.39], [-0.37, 0.09, -2.88], [0.74, 0.72, -3.04], [1.48, 1.21, -4.37], [0.28, 1.24, -5.44], [-0.99, 0.82, -5.11], [-1.20, -0.01, -3.97], [-2.33, -0.34, -3.64], [-1.74, 0.62, -5.99], [0.64, 1.64, -6.61], [2.29, 1.84, -4.49], [1.60, 0.84, -2.32], [-1.58, -0.76, -1.44], [0.14, -0.88, -1.06], [0.06, 3.04, 0.46], [0.90, 2.38, 1.91], [-2.91, 1.15, 3.18], [-2.00, -1.79, 1.00], [-1.04, -4.11, 0.69], [0.87, -4.56, 1.76], [1.89, -3.27, 3.58], [3.06, -0.60, 4.34], [2.15, 0.47, 5.51], [2.24, -1.49, 5.60]],
  "mulliken_charge": [-0.9229, 0.2909, 0.7744, -1.0963, -0.4947, -0.5198, -0.8776, 0.6697, 0.5950, -1.0988, 1.0228, -1.0768, 0.4040, -1.1865, 0.6560, 0.3369, -1.2972, 0.6324, -0.7409, 0.1192, 0.1651, -1.9835, 0.8039, -0.0810, -1.0304, 0.5572, -0.6803, -0.2055, 0.1783, 0.2779, -0.2692, 0.4149, 0.3151, 1.3019, 0.3715, 1.0220, 0.1827, 0.1943, 0.6191, 0.2057, 0.2482, 0.3397, 0.3990, 0.2172, 0.2463],
  "mol_weight_g_mol": 324.40,
  "e_lumo_ev": 0.317,
  "max_force_ev_per_a": 18.50,
  "energy_ev": -28809.9216,
  "e_homo_ha": -0.2889,
  "homo_lumo_gap_ev": 8.18,
  "relative_energy_kj_mol": 1657.14
}